Molecular formula: C10H16
Method: DFT, wB97M-V/def2-TZVPD

```
26
Properties=species:S:1:pos:R:3:mulliken_charge:R:1
C -0.16643 -2.87131 0.27272 -1.44
C -2.16456 0.31375 0.88495 -0.65
C -1.79218 -0.93878 0.45544 -0.23
C -1.28490 1.00196 1.75424 -0.37
C -0.56137 -1.51103 0.76256 0.66
C -0.02819 0.44982 2.07262 -0.62
C 0.32287 -0.78051 1.51811 -0.17
H -3.09449 0.70459 0.54274 0.42
H -2.49200 -1.40085 -0.24747 0.28
H -1.50895 1.98967 2.13101 0.37
H 0.69333 0.97066 2.69519 0.37
H 0.35629 -3.40289 1.07386 0.34
H 0.57920 -2.84978 -0.53083 0.28
H 1.35198 -1.09437 1.63055 0.37
H -0.96037 -3.50658 -0.10817 0.37
C 1.26469 1.36511 -1.48957 0.61
C 0.54876 1.63836 -2.84091 -1.15
C 2.72818 0.97976 -1.76806 -1.24
H 1.27119 2.19541 -0.78607 0.31
H 0.64690 0.58734 -1.03457 -0.42
H -0.14733 0.85875 -3.10006 0.35
H 3.06999 1.43116 -2.70144 0.34
H 1.24725 1.82273 -3.67101 0.31
H 0.19306 2.66982 -2.71397 0.28
H 3.45167 1.09722 -0.98004 0.36
H 2.76179 -0.08436 -2.08723 0.28
```

Values from the calculation:
Lowest unoccupied orbital energy: 1.0 eV
Frontier orbital gap: 9.966 eV
SMILES: Cc1ccccc1.CCC

=====

Molecular formula: CH5IN
Method: DFT, wB97M-V/def2-TZVPD

```
8
Properties=species:S:1:pos:R:3:mulliken_spin:R:1
C -0.63426 0.42548 0.97630 0.74
N -1.09446 0.57004 -0.21208 0.38
I 2.59916 -0.44792 -0.48412 0.91
H -0.51805 -0.65323 1.41255 0.00
H -0.66217 1.28310 1.60718 0.02
H -1.09186 1.61427 -0.37488 -0.02
H -1.49210 -0.16020 -0.85645 -0.01
H 2.73450 -2.03601 -0.24650 -0.02
```

Values from the calculation:
Total charge: +1
Lowest unoccupied orbital energy (alpha / beta): -5.1 / -10.1 eV
Spin multiplicity: 3
Frontier orbital gap (alpha / beta): 4.936 / 5.218 eV

=====

Molecular formula: C16H11LiN5
Method: DFT, wB97M-V/def2-TZVPD

```
33
Properties=species:S:1:pos:R:3:mulliken_charge:R:1
Li 0.46468 -1.79173 1.29751 1.04
N -1.81432 -4.52071 6.52667 -0.38
C -1.04882 -3.84827 5.99926 -0.06
C -0.10315 -3.00061 5.32445 0.26
C 0.90568 -2.33757 6.01272 -0.14
C 1.77838 -1.53790 5.29691 -0.64
C 1.61118 -1.43082 3.92858 -0.06
N 0.64124 -2.06508 3.25506 -0.75
C -0.19736 -2.83636 3.94903 0.00
H 0.99939 -2.45038 7.08436 0.50
H 2.57948 -1.00442 5.78671 0.40
H 2.28621 -0.81466 3.34633 0.43
H -0.97963 -3.34821 3.40202 0.43
N -1.66609 3.05822 -7.90820 -0.42
C -1.38230 2.71678 -6.84975 0.03
C -1.02681 2.28689 -5.52202 0.29
C -0.52289 3.20159 -4.60551 -1.12
C -0.18030 2.78851 -3.32959 -0.41
C -0.34378 1.45855 -2.97249 2.19
C -0.84746 0.53892 -3.88245 -0.49
C -1.18787 0.95492 -5.15663 -1.15
N 0.01370 1.03423 -1.64713 0.24
C 0.48826 1.83119 -0.62396 -0.21
C 0.68741 1.01271 0.43541 -0.49
N 0.35252 -0.28336 0.09420 -0.85
C -0.04853 -0.22111 -1.15937 -0.01
H -0.39710 4.23690 -4.88912 0.45
H 0.21208 3.51516 -2.63551 0.27
H -0.98608 -0.49996 -3.62533 0.20
H -1.58090 0.24424 -5.86981 0.45
H 0.63439 2.88834 -0.72970 0.32
H 1.04284 1.27966 1.41576 0.42
H -0.38404 -1.05567 -1.74840 0.27
```

Values from the calculation:
Total charge: +1
Lowest unoccupied orbital energy: -3.4 eV
Frontier orbital gap: 8.768 eV

=====

Molecular formula: C18H39FeO9
Method: DFT, wB97M-V/def2-TZVPD

```
67
Properties=species:S:1:pos:R:3:mulliken_spin:R:1
Fe -0.76039 0.33539 -0.64104 4.31
C -3.45109 -1.52135 -2.94950 0.01
C -2.97518 -0.12032 -3.11966 -0.01
O -2.31270 0.28048 -1.98234 0.24
H -2.70408 -2.31508 -2.95705 0.00
H -4.08115 -1.87880 -3.76397 0.00
H -4.14507 -1.79203 -2.15374 0.00
H -3.74951 0.60332 -3.37431 0.01
H -2.28579 -0.16171 -3.96295 0.01
C -1.52274 3.36413 2.49778 0.01
C -2.02474 2.00148 2.17082 -0.01
O -1.44830 1.39294 1.02574 0.18
H -0.44164 3.36443 2.63675 0.00
H -2.02395 3.67274 3.41520 0.00
H -1.78319 4.10884 1.74567 0.00
H -3.09207 2.11949 1.98383 0.01
H -1.98812 1.36836 3.05734 0.01
C 1.23462 -0.90067 -3.88269 0.01
C 1.26192 -1.44879 -2.49314 -0.02
O 0.73388 -0.64051 -1.52084 0.21
H 1.48110 0.14954 -4.03891 0.00
H 0.31257 -1.13282 -4.41563 0.00
H 2.04111 -1.35585 -4.45756 0.00
H 2.31417 -1.56238 -2.23241 0.01
H 0.92026 -2.47462 -2.63109 0.01
O 1.09808 0.00484 1.44944 -0.01
C 1.89887 -0.80904 1.95533 0.00
O 1.97515 -1.06148 3.28312 0.00
C 1.11287 -0.49891 4.28255 0.00
C 1.61569 0.94581 4.60741 0.00
C 2.66370 -1.78355 1.08127 0.00
H 1.16656 -1.11619 5.17931 0.00
H 0.06829 -0.49705 3.97119 0.00
H 1.07293 1.40033 5.43622 0.00
H 1.43719 1.71647 3.85753 0.00
H 2.67424 0.97666 4.86554 0.00
H 1.98013 -2.62019 0.93684 0.00
H 3.57493 -1.99897 1.63925 0.00
H 2.96629 -1.31229 0.14614 0.00
O 0.27527 2.13021 -1.25364 0.00
C 0.95458 3.05387 -1.65116 -0.01
O 2.05544 3.67846 -1.04558 0.00
C 2.42893 3.40061 0.28539 0.00
C 3.27461 4.52577 0.82371 0.00
C 0.79935 3.46851 -3.11122 0.00
H 2.96205 2.46722 0.46611 0.00
H 1.51269 3.39458 0.87580 0.00
H 4.24899 4.58021 0.33816 0.00
H 3.37568 4.24984 1.87335 0.00
H 2.75576 5.47312 0.67732 0.00
H 1.32882 2.85066 -3.83649 0.00
H 1.06372 4.52446 -3.16757 0.00
H -0.27314 3.36450 -3.27571 0.00
O -1.35276 -1.56020 0.14376 0.01
C -2.00058 -2.55399 0.57852 0.01
O -1.57953 -3.83566 0.80825 0.00
C -0.33100 -4.26860 0.33017 0.00
C -0.32385 -4.68043 -1.16327 0.00
C -3.47311 -2.50251 0.91642 0.00
H 0.02219 -5.07430 0.97375 0.00
H 0.38736 -3.46521 0.49336 0.00
H -0.80314 -3.98546 -1.85277 0.00
H -1.01181 -5.52402 -1.21952 0.00
H 0.62281 -5.08087 -1.52600 0.00
H -4.02901 -3.41388 0.69624 0.00
H -3.98024 -1.81386 0.24063 0.00
H -3.72493 -2.20568 1.93454 0.00
```

Values from the calculation:
Lowest unoccupied orbital energy (alpha / beta): 0.7 / -0.3 eV
Spin multiplicity: 6
Frontier orbital gap (alpha / beta): 8.782 / 7.317 eV

=====

Molecular formula: C20H24AsN2RhS4Te
Method: DFT, wB97M-V/def2-TZVPD

```
53
Properties=species:S:1:pos:R:3:mulliken_spin:R:1
Rh -0.22730 0.69932 -1.22359 0.75
C 0.14889 -3.01507 -2.30347 -0.01
C -1.29880 -2.96024 -1.90812 0.01
C -2.24918 -3.79537 -2.47597 0.00
C -3.58120 -3.72252 -2.09688 0.00
C -3.96733 -2.80511 -1.13236 -0.02
C -3.04063 -1.96002 -0.53492 0.03
C -3.44683 -0.98538 0.53503 0.05
C -1.69388 -2.02988 -0.93418 -0.04
N -0.73998 -1.15857 -0.39464 0.27
C -0.34101 -1.29595 0.88686 0.17
C -0.67510 -2.51812 1.70508 0.02
C 0.43880 -0.27119 1.41739 0.13
C 1.08103 -0.40679 2.77376 0.02
N 0.58516 0.83586 0.67502 0.35
C 1.52069 1.82610 1.03042 -0.08
C 1.10788 2.93084 1.78230 0.02
C -0.33610 3.03954 2.18758 -0.01
C 2.02590 3.92563 2.08855 0.00
C 3.33793 3.83766 1.65069 0.00
C 3.73729 2.74554 0.89639 0.03
C 2.84479 1.73066 0.58108 0.02
C 3.26486 0.56205 -0.26148 -0.04
H 0.30341 -3.67940 -3.15491 0.00
H 0.76832 -3.35652 -1.46957 0.00
H 0.49050 -2.01144 -2.56379 0.01
H -1.94290 -4.50997 -3.23336 0.00
H -4.31727 -4.36848 -2.56210 0.00
H -5.01031 -2.73566 -0.83988 0.00
H -4.52777 -0.83830 0.53568 -0.01
H -2.95671 -0.02625 0.36136 -0.01
H -3.13811 -1.33272 1.52631 0.00
H -1.43855 -3.12052 1.21699 0.00
H -1.04033 -2.23615 2.69661 0.00
H 0.20851 -3.14934 1.85259 0.00
H 1.58727 -1.37036 2.87275 0.00
H 0.33189 -0.34707 3.57090 0.00
H 1.80812 0.38756 2.93423 0.01
H -0.96932 2.87209 1.31291 0.00
H -0.55066 4.02549 2.60182 0.00
H -0.59876 2.28310 2.93372 0.00
H 1.69782 4.79467 2.64994 0.00
H 4.03969 4.63463 1.86794 0.00
H 4.74783 2.69480 0.50873 0.01
H 4.23541 0.74771 -0.71549 0.00
H 2.54013 0.40808 -1.06652 0.01
H 3.30183 -0.36651 0.32011 0.00
S 0.81220 5.07851 -4.34832 0.26
As 1.14765 3.08303 -3.65465 0.36
S 0.15919 2.90560 -1.65775 0.23
S -0.82153 0.15023 -3.35387 0.29
S 3.24287 2.67239 -3.47874 0.27
Te -2.60631 1.50183 -2.60819 0.90
```

Values from the calculation:
Total charge: -2
Lowest unoccupied orbital energy (alpha / beta): 4.3 / 4.1 eV
Spin multiplicity: 5
Frontier orbital gap (alpha / beta): 4.744 / 5.158 eV

=====

Molecular formula: CH4Cl2OSi
Method: DFT, wB97M-V/def2-TZVPD

```
9
Properties=species:S:1:pos:R:3:mulliken_charge:R:1
C -0.17536 1.80624 -0.78462 -0.89
O 0.36657 -0.75976 0.88680 -0.47
Si -0.23308 0.59615 0.68670 0.68
Cl 1.55874 -4.84383 0.00277 -0.26
Cl -1.52089 1.36858 1.94816 -0.18
H -1.12730 2.40368 -0.78934 0.27
H 0.74531 2.37282 -0.70031 0.31
H -0.15794 1.26993 -1.75873 0.30
H 0.54395 -4.21380 0.50857 0.25
```

Values from the calculation:
Lowest unoccupied orbital energy: 0.0 eV
Frontier orbital gap: 10.908 eV
SMILES: C[Si](=O)Cl.Cl

=====

Molecular formula: C6H15N3
Method: DFT, wB97M-V/def2-TZVPD

```
24
Properties=species:S:1:pos:R:3:mulliken_charge:R:1
C -1.12823 0.00391 0.29029 1.77
C 1.36703 -0.90215 -1.23224 -0.99
C 2.62904 0.74806 -0.02503 -1.08
C -1.25283 -1.52619 0.35558 -1.78
C -1.64341 0.57722 -1.03506 -1.59
N 1.31403 0.22942 -0.34098 0.10
C 0.32094 0.48686 0.56049 0.29
N -2.05050 0.50068 1.30903 -0.90
N 0.62736 1.21194 1.56554 -0.86
H -1.79810 0.15429 2.22851 0.28
H -2.06311 1.51471 1.33125 0.26
H -0.15080 1.45790 2.16860 0.22
H 1.67623 -1.81732 -0.71124 0.30
H 2.10606 -0.68900 -2.00633 0.32
H 0.41677 -1.08246 -1.72172 0.29
H 3.22432 0.01958 0.53420 0.32
H 3.14731 0.99569 -0.95216 0.36
H 2.50782 1.63757 0.58560 0.35
H -2.28386 -1.76813 0.60482 0.55
H -1.01079 -2.00976 -0.58379 0.31
H -0.60670 -1.92729 1.13444 0.32
H -2.69188 0.31035 -1.14507 0.44
H -1.56291 1.66265 -1.01953 0.37
H -1.09378 0.21147 -1.89522 0.33
```

Values from the calculation:
Lowest unoccupied orbital energy: 0.9 eV
Frontier orbital gap: 9.354 eV
SMILES: [H]/N=C(/N(C)C)C(C)(C)N

=====

Computed energy (eV) in order:
-10628.9067, -10696.1829, -24421.2209, -72110.1666, -138593.8073, -36073.5851, -10935.3386